Record 1
Here is a cluster of 4 separate species, C24H30BrF9NO9 in total in a non-equilibrium geometry from the Open Molecules 2025 dataset. Energies are from ωB97M-V/def2-TZVPD.

Atoms and positions in Å:
C (-0.1774, -1.2901, -0.3941)
C (-0.1989, 0.2858, -0.7195)
C (-0.2609, 1.1175, 0.6631)
C (0.9514, 0.7923, -1.7263)
C (2.2942, -0.0634, -1.7009)
C (2.5140, -1.2871, -2.6611)
N (3.7586, -2.0358, -2.6580)
C (4.8883, -1.7345, -1.8076)
C (6.2148, -2.6245, -1.9519)
C (6.6857, -2.5366, -3.5051)
O (6.9288, -1.4354, -4.0354)
Br (6.9505, -4.1545, -4.6606)
C (4.8455, -0.5711, -0.7707)
C (3.5066, 0.2649, -0.7535)
C (3.4761, 1.5021, 0.2927)
O (3.6160, 2.6519, -0.1623)
O (3.3208, 1.2088, 1.6965)
H (-1.2850, -1.6129, -0.2851)
H (0.2751, -1.9483, -1.2093)
H (0.2859, -1.4500, 0.6451)
H (-1.2063, 0.4905, -1.2534)
H (0.3573, 2.0764, 0.5438)
H (0.0761, 0.4858, 1.5526)
H (-1.3396, 1.4606, 0.9044)
H (1.1763, 1.8981, -1.4912)
H (0.4838, 0.7918, -2.7861)
H (1.6964, -1.6199, -3.4025)
H (3.8182, -2.8343, -3.3178)
H (7.0959, -2.2417, -1.3377)
H (6.0170, -3.7214, -1.7496)
H (5.7341, -0.3386, -0.0914)
H (4.1631, 0.7503, 1.9628)
C (-5.0778, 4.7962, -0.6003)
C (-5.5292, 3.4290, -1.0741)
O (-5.0759, 3.1815, -2.4165)
C (-3.8096, 2.7393, -2.5403)
O (-3.0624, 2.5498, -1.6130)
C (-3.4800, 2.4726, -4.0065)
F (-3.9075, 3.4575, -4.8213)
F (-4.0535, 1.3331, -4.4506)
F (-2.1553, 2.3450, -4.2267)
H (-5.4004, 5.5715, -1.3006)
H (-5.4886, 5.0179, 0.3879)
H (-3.9876, 4.8529, -0.5428)
H (-6.6205, 3.3917, -1.0992)
H (-5.1954, 2.6375, -0.3975)
C (4.0089, -9.2837, 1.3484)
C (4.3068, -9.2449, -0.1376)
O (4.5800, -7.8987, -0.5648)
C (5.8391, -7.4583, -0.3619)
O (6.7132, -8.1114, 0.1432)
C (5.9992, -6.0409, -0.9051)
F (4.9624, -5.2356, -0.5719)
F (6.0770, -6.0246, -2.2583)
F (7.1116, -5.4307, -0.4521)
H (3.1983, -8.5931, 1.5959)
H (3.7231, -10.2907, 1.6584)
H (4.8793, -8.9755, 1.9327)
H (3.4301, -9.5799, -0.6962)
H (5.1311, -9.9128, -0.4011)
C (-7.2994, 7.2538, 6.0443)
C (-7.7476, 5.8828, 5.5775)
O (-7.2829, 5.6255, 4.2418)
C (-6.0134, 5.1814, 4.1326)
O (-5.2760, 4.9990, 5.0662)
C (-5.6718, 4.9041, 2.6710)
F (-6.0950, 5.8882, 1.8413)
F (-6.2421, 3.7606, 2.2284)
F (-4.3481, 4.7742, 2.4612)
H (-7.6158, 8.0233, 5.3353)
H (-7.7183, 7.4831, 7.0261)
H (-6.2102, 7.3104, 6.1108)
H (-8.8386, 5.8456, 5.5431)
H (-7.4200, 5.0964, 6.2628)

Atomic forces in eV per Å
C -1.16 0.36 0.41
C -1.01 -0.29 0.35
C -0.38 0.31 -0.30
C -0.04 0.04 -0.26
C 3.08 -1.90 -0.44
C 1.36 2.02 2.42
N -0.52 2.67 2.12
C -0.45 1.89 1.55
C -0.67 -0.37 -1.60
C 1.10 4.15 -1.57
O -1.17 -4.44 2.35
Br -0.39 1.02 1.21
C -4.03 -1.14 -3.29
C 0.72 -2.38 -0.95
C 0.42 2.52 -1.13
O -0.85 -4.58 1.97
O 1.46 -0.06 -2.86
H 1.85 0.40 -0.17
H -0.47 0.90 1.20
H -0.32 -0.04 -1.78
H 1.84 -0.19 0.68
H -0.80 -1.39 0.48
H -0.16 1.01 -1.24
H 1.74 -0.64 -0.56
H -0.06 -1.80 -0.38
H 1.12 -0.22 1.61
H 1.62 0.54 1.35
H 0.13 0.74 0.65
H -1.45 -0.38 -0.74
H 0.13 1.71 0.01
H -1.46 -0.44 -1.26
H -1.15 0.38 -0.10
C 0.26 0.03 -0.12
C -0.30 0.39 0.78
O 1.07 -0.66 -0.75
C -1.14 0.47 1.73
O 0.02 -0.13 -1.01
C 0.34 -0.09 -2.01
F 0.08 -0.25 0.69
F 0.08 0.31 0.61
F -0.45 0.05 0.61
H -0.12 -0.09 0.08
H 0.30 -0.29 -1.19
H -0.08 -0.08 0.07
H 0.16 -0.08 -0.34
H 0.15 0.05 -0.24
C 0.16 0.31 0.19
C -0.31 -0.84 0.37
O 0.90 0.99 -0.32
C -0.64 -2.12 0.57
O -0.26 1.12 -0.49
C 0.46 1.20 -0.46
F 0.09 -0.46 0.04
F -0.16 -0.36 0.70
F -0.49 -0.62 -0.04
H -0.03 -0.15 -0.09
H 0.02 0.08 -0.08
H -0.02 -0.15 -0.08
H 0.12 0.36 -0.10
H 0.06 0.30 0.03
C 0.32 0.13 -0.17
C -0.33 0.31 0.77
O 0.90 -0.57 -0.74
C -0.95 0.42 1.89
O -0.10 -0.05 -1.17
C 0.63 -0.21 -1.53
F -0.25 0.10 1.35
F -0.02 0.32 0.56
F -0.60 0.12 0.64
H -0.12 -0.09 0.10
H 0.00 -0.06 -0.09
H -0.10 -0.08 0.10
H 0.16 -0.08 -0.34
H 0.16 0.05 -0.25

Calculated values
* relative energy (zero: lowest compared OMol25 entry of this formula, charge and spin): 0.00 kcal/mol
* LUMO energy: -4.84 eV
* Kohn-Sham gap: 0.2979 hartree
* electronic energy: -139781.005 eV
* net charge: +1

Record 2
Here is a structure of composition F14KN7O28S14 in a non-equilibrium geometry from the Open Molecules 2025 dataset. Energies are from ωB97M-V/def2-TZVPD.

Atoms and positions in Å:
K (-0.6459, -0.1747, 0.5957)
N (-2.1792, 4.8077, 1.9380)
S (-1.9606, 4.0162, 0.6200)
O (-2.9868, 4.1386, -0.4041)
O (-1.2353, 2.7678, 0.6919)
F (-0.8319, 4.9931, 0.0511)
S (-3.3181, 3.7872, 2.6326)
O (-2.8383, 3.0058, 3.7406)
O (-4.4512, 3.3581, 1.8548)
F (-4.1269, 4.9703, 3.4480)
N (-2.8746, -1.1930, 4.7541)
S (-3.6003, -0.4727, 3.4142)
O (-2.8206, 0.1152, 2.3456)
O (-4.9305, 0.0156, 3.6365)
F (-3.8919, -1.9201, 2.7518)
S (-2.2621, 0.1027, 5.3972)
O (-3.0877, 1.0490, 6.1435)
O (-1.1156, 0.6059, 4.7149)
F (-1.4870, -0.6687, 6.5878)
N (3.7650, 3.0571, 0.2361)
S (3.0171, 1.5579, 0.1390)
O (3.8918, 0.4405, -0.1405)
O (1.5942, 1.4696, -0.1018)
F (3.0427, 1.3643, 1.7523)
S (4.6057, 2.9492, -1.0527)
O (3.8388, 2.8000, -2.2634)
O (5.8952, 2.2963, -1.0075)
F (4.9550, 4.5467, -1.1295)
N (2.5063, -3.4315, -2.0073)
S (2.1819, -1.8032, -2.2904)
O (3.1595, -0.9219, -2.8665)
O (1.2049, -1.2615, -1.3665)
F (1.1804, -2.0687, -3.5284)
S (3.7363, -3.2985, -1.0065)
O (3.5157, -2.7822, 0.3035)
O (5.0179, -3.0514, -1.6196)
F (3.7952, -4.9065, -0.6346)
N (-1.1520, 2.3236, -4.1145)
S (-0.3143, 3.1524, -5.3137)
O (0.5873, 2.4483, -6.2096)
O (0.0967, 4.5043, -4.9565)
F (-1.5432, 3.5463, -6.3079)
S (0.0463, 2.0660, -3.1449)
O (0.3890, 3.2368, -2.3806)
O (1.1017, 1.2226, -3.6429)
F (-0.6873, 1.1303, -2.0673)
N (-1.4862, -3.5670, -2.7330)
S (-2.5047, -2.9216, -1.7058)
O (-3.9021, -3.2636, -1.7306)
O (-2.1820, -1.6117, -1.1646)
F (-2.0052, -3.8613, -0.4898)
S (-1.9788, -2.6644, -4.0457)
O (-1.5290, -1.3214, -4.2204)
O (-3.3445, -2.9831, -4.4343)
F (-1.1052, -3.4661, -5.1661)
N (0.4227, -3.1941, 3.6178)
S (0.9978, -4.2408, 2.6720)
O (2.1186, -5.0778, 3.0557)
O (0.8603, -3.9433, 1.2746)
F (-0.3203, -5.2625, 2.8606)
S (1.6205, -2.0194, 3.3983)
O (1.4388, -1.1877, 2.2302)
O (2.9442, -2.3245, 3.8652)
F (1.1716, -0.9807, 4.5240)

Atomic forces in eV per Å
K 0.39 0.13 -0.29
N -2.58 -1.99 1.97
S 2.59 -0.58 -5.73
O 0.62 -0.11 1.42
O -1.29 0.62 0.74
F -0.07 0.30 0.30
S -1.61 1.60 2.89
O 0.08 0.39 -1.44
O 1.40 -0.48 -0.24
F 0.51 0.56 0.22
N -1.63 2.38 -1.96
S -0.82 -3.26 -2.80
O -0.29 -0.03 2.00
O 0.51 0.39 0.59
F -0.12 0.20 0.32
S 3.16 1.41 3.16
O 0.15 -1.34 -0.98
O -0.70 0.68 -0.56
F -0.55 -0.48 0.67
N -1.35 -2.33 -0.14
S -1.24 -2.70 4.46
O -0.63 1.50 -1.45
O 1.96 1.03 -0.60
F -0.37 0.73 0.18
S 1.28 1.67 -3.43
O 0.57 -0.41 0.55
O -0.36 0.82 0.34
F 0.67 0.05 0.29
N 0.91 3.03 0.07
S -4.11 0.93 -1.09
O 0.18 -1.41 0.77
O 1.72 -0.68 -0.07
F 0.83 -0.54 -0.07
S 0.92 -2.46 1.53
O -0.06 0.69 -0.48
O -0.20 -0.17 -0.06
F 0.20 0.18 -0.68
N 0.72 1.55 -3.93
S -0.30 1.53 -0.60
O -1.19 0.18 0.90
O -0.20 -1.34 -0.06
F -0.46 -0.78 0.25
S 2.54 -1.41 4.44
O -0.14 -0.65 -0.62
O -0.88 0.82 -0.05
F -0.26 0.44 -0.84
N -1.59 2.41 -2.38
S 0.38 -0.34 6.09
O 0.16 0.09 -0.90
O -0.42 -0.89 -1.46
F -0.08 0.01 -0.37
S 0.72 -1.15 -2.43
O -0.31 -0.67 0.64
O 0.92 0.30 0.05
F -0.25 -0.01 0.56
N 2.53 3.29 1.26
S -1.66 -5.08 -3.67
O -0.76 0.69 0.40
O 0.63 0.09 0.71
F 0.83 0.07 0.38
S -0.78 3.81 0.68
O 0.14 -1.66 0.77
O -0.47 -0.81 -0.51
F -0.49 -0.79 0.30

Calculated values
* relative energy (zero: lowest compared OMol25 entry of this formula, charge and spin): 93.15 kcal/mol
* LUMO energy: 10.18 eV
* Kohn-Sham gap: 0.2479 hartree
* electronic energy: -273806.426 eV
* net charge: -6

Record 3
Here is a structure of composition C16H16N2O7 in a non-equilibrium geometry from the Open Molecules 2025 dataset. Energies are from ωB97M-V/def2-TZVPD.

Atoms and positions in Å:
O (0.3580, 2.8578, 1.0749)
O (3.0130, 2.7448, -1.7613)
O (-1.6238, 1.5258, -2.9650)
O (-2.7235, -2.5927, 5.2615)
O (-3.7578, -0.7288, 5.0092)
O (1.7205, 1.0020, 0.9972)
O (-1.3769, -0.9903, -5.1298)
C (0.9751, 1.9945, 0.4430)
C (2.2119, 1.8196, -1.6221)
C (-0.6739, 0.7931, -2.6657)
C (-0.5046, -1.6450, 3.8395)
C (-1.5728, 0.5057, 3.9997)
C (0.6166, -1.0655, 3.2174)
C (-0.4285, 1.0836, 3.4335)
C (-1.6132, -0.8698, 4.2419)
C (0.6541, 0.3142, 2.9976)
N (0.1359, 0.7559, -1.5565)
N (-2.7607, -1.4132, 4.8710)
C (1.8857, 0.9992, 2.3987)
C (0.8029, 1.9636, -1.0451)
C (-1.5758, -2.0907, -3.0316)
C (2.4146, 0.4562, -2.2159)
C (0.1717, -0.1597, -3.4883)
C (-0.6200, -1.3901, -3.9969)
C (1.0367, -0.2064, -2.1817)
H (-2.1467, -0.4370, -4.9207)
H (-0.4406, -2.7119, 4.0148)
H (-2.4378, 1.1411, 4.2786)
H (1.4261, -1.7129, 2.9178)
H (-0.4289, 2.1520, 3.3274)
H (2.0296, 2.0101, 2.7766)
H (2.7754, 0.4556, 2.6715)
H (0.3187, 2.8415, -1.4337)
H (-1.1321, -2.3293, -2.0831)
H (-2.5054, -1.5106, -2.9089)
H (-1.9222, -3.0361, -3.4476)
H (3.1262, -0.1054, -1.6369)
H (2.7674, 0.5708, -3.2549)
H (0.6286, 0.3610, -4.3390)
H (0.1107, -2.1154, -4.3127)
H (1.0656, -1.2374, -1.7742)

Atomic forces in eV per Å
O 1.88 -1.83 -0.69
O -1.68 -1.74 0.81
O 1.87 -1.65 1.06
O 0.53 1.26 -0.63
O 0.46 0.35 -0.23
O 0.18 0.74 -2.03
O 0.33 -0.12 -0.76
C -2.63 1.88 2.34
C 1.97 2.30 -1.66
C -2.34 2.87 -2.10
C 0.21 0.00 0.05
C -0.18 0.30 0.16
C -1.24 0.30 0.32
C -0.64 -0.54 0.13
C 2.30 1.13 -1.41
C 0.22 0.40 0.86
N -0.19 0.23 1.24
N -1.74 -2.44 1.30
C -1.28 -0.13 1.13
C 0.97 -1.72 -0.34
C -0.43 0.27 -0.23
C -0.57 -0.43 -0.70
C -0.99 -0.66 0.93
C -0.66 0.52 0.20
C 1.12 -1.30 -1.10
H 0.52 -0.18 0.46
H -0.45 0.07 0.12
H 0.76 -0.58 -0.16
H 0.15 0.01 -0.01
H 0.18 0.24 -0.19
H -0.33 0.11 -0.07
H 0.33 -0.40 -0.45
H -0.22 0.45 0.30
H 0.19 0.09 0.65
H 0.49 0.10 0.29
H 0.26 -0.02 -0.27
H 0.50 -0.13 0.17
H 0.13 -0.01 0.53
H -0.05 -0.14 0.23
H 0.23 -0.33 -0.58
H -0.15 0.74 0.31

Calculated values
* relative energy (zero: lowest compared OMol25 entry of this formula, charge and spin): 41.24 kcal/mol
* LUMO energy: -0.93 eV
* Kohn-Sham gap: 0.3288 hartree
* electronic energy: -34160.356 eV

Record 4
Here is a structure of composition C2H4N2 in a non-equilibrium geometry from the Open Molecules 2025 dataset. Energies are from ωB97M-V/def2-TZVPD.

Atoms and positions in Å:
C (0.5886, -0.7446, 0.3443)
C (-0.5634, 0.7374, -0.3670)
N (0.7866, 0.6730, 0.1186)
N (0.1156, -0.3620, -0.9500)
H (1.2538, -1.5658, 0.4302)
H (-0.0873, -0.8171, 1.2952)
H (-1.5013, 0.5066, 0.1657)
H (-0.5926, 1.5725, -1.0369)

Atomic forces in eV per Å
C -2.25 -0.78 3.32
C -1.23 1.46 -0.69
N 0.62 -1.44 -1.47
N 1.28 0.42 0.92
H 1.63 0.03 -0.38
H 0.11 -0.41 -1.91
H 0.67 0.18 0.57
H -0.83 0.54 -0.36

Calculated values
* relative energy (zero: lowest compared OMol25 entry of this formula, charge and spin): 91.12 kcal/mol
* LUMO energy: 1.22 eV
* Kohn-Sham gap: 0.4217 hartree
* electronic energy: -5115.009 eV

Record 5
Here is a cluster of 2 separate species, CCl6P in total in a non-equilibrium geometry from the Open Molecules 2025 dataset. Energies are from ωB97M-V/def2-TZVPD.

Atoms and positions in Å:
C (-1.4988, -0.9683, -0.8907)
P (2.4507, 1.8886, 1.3620)
Cl (-1.7501, -1.7391, 0.6053)
Cl (-2.7681, -0.1640, -1.6144)
Cl (0.0143, -0.9425, -1.5401)
Cl (2.3795, 0.7313, 2.9822)
Cl (0.4855, 1.9882, 0.7857)
Cl (3.2589, 0.7715, 0.0303)

Atomic forces in eV per Å
C -0.34 -0.01 1.07
P -0.12 3.08 1.62
Cl 0.21 0.68 -1.50
Cl 0.75 -0.54 0.35
Cl -0.54 -0.05 0.13
Cl -0.22 -0.81 0.62
Cl -0.70 -0.37 -0.25
Cl 0.98 -1.98 -2.05

Calculated values
* relative energy (zero: lowest compared OMol25 entry of this formula, charge and spin): 36.49 kcal/mol
* LUMO energy: -7.65 eV
* Kohn-Sham gap: 0.1808 hartree
* electronic energy: -85452.689 eV
* net charge: +1

Record 6
Here is a cluster of 2 separate species, CH6NS in total from the Open Molecules 2025 dataset. Energies are from ωB97M-V/def2-TZVPD.

Atoms and positions in Å:
S (-2.6795, -0.1399, 0.9636)
H (-3.2190, 0.6498, 0.0231)
C (1.0030, -0.2532, -0.6726)
N (0.8398, 0.5463, 0.5652)
H (2.0624, -0.4109, -0.8539)
H (0.5315, 0.2920, -1.4771)
H (0.5098, -1.2331, -0.5742)
H (-0.1658, 0.6138, 0.6949)
H (1.1178, -0.0649, 1.3310)

Atomic forces in eV per Å
S -0.10 -0.04 0.02
H -0.01 0.02 -0.02
C -0.25 -0.11 0.92
N -0.15 -0.63 -0.14
H 0.02 0.05 -0.26
H 0.13 0.06 -0.41
H 0.15 0.08 -0.28
H 0.05 0.30 0.12
H 0.17 0.27 0.05

Calculated values
* relative energy (zero: lowest compared OMol25 entry of this formula, charge and spin): 11.75 kcal/mol
* LUMO energy (alpha / beta): 0.86 / -2.81 eV
* spin multiplicity: 2
* Kohn-Sham gap (alpha / beta): 0.3733 / 0.2373 hartree
* electronic energy: -13457.806 eV

Question: Among the records above, which one has the lowest relative energy (zero: lowest compared OMol25 entry of this formula, charge and spin)?
Answer: C24H30BrF9NO9

Question: Which of these has the lowest electronic energy?
Answer: F14KN7O28S14

Question: electronic energy of number 2 (F14KN7O28S14)?
Answer: -273806.426 eV

Question: Among the records above, which one has the lowest electronic energy?
Answer: F14KN7O28S14